No. 1
Molecular formula: C5H10INO
Method: DFT, ωB97M-V with the def2-TZVPD basis set

XYZ file:
```
18
Properties=species:S:1:pos:R:3
C -0.1316 -2.2040 -0.8821
C -1.0035 1.9835 0.2252
C -0.2869 -1.0851 0.1506
C 0.1418 1.3911 -0.6013
C 0.5968 0.0796 -0.0618
N 1.5414 0.4421 1.8588
O 1.2137 -0.4035 2.6114
I 2.6931 -0.3318 -0.2450
H -0.9344 -2.9286 -0.7719
H -0.1718 -1.7963 -1.8905
H 0.8189 -2.7167 -0.7564
H -1.9046 1.3806 0.1549
H -0.7145 2.0494 1.2698
H -1.2354 2.9816 -0.1352
H -0.0901 -1.4940 1.1578
H -1.3198 -0.7277 0.1423
H -0.1883 1.2845 -1.6418
H 0.9751 2.0955 -0.5848
```

Values from the calculation:
lowest unoccupied orbital energy (spin up / spin down) = 0.43 / -1.04 eV
2S+1 = 3
gap between HOMO and LUMO (spin up / spin down) = 0.27517 / 0.29737 hartree
strongest force on any atom = 2.88 eV Å⁻¹
net charge = 0
E_HOMO (spin up / spin down) = -7.06 / -9.13 eV
<S²> = 2.011


No. 2
Molecular formula: C5H10LiO4
Method: DFT, ωB97M-V with the def2-TZVPD basis set

XYZ file:
```
20
Properties=species:S:1:pos:R:3
O 0.1279 3.5611 -0.7375
C -0.7537 2.8392 -0.2091
O -1.3310 3.1362 0.8665
Li -0.1399 4.7020 0.8343
O -1.0950 1.7289 -0.8787
C -1.9802 0.8070 -0.2493
C -2.0451 -0.4436 -1.0930
H -2.9829 1.2513 -0.1610
H -1.6144 0.5701 0.7601
H -3.0388 -0.8958 -0.9694
H -1.9188 -0.1939 -2.1589
O -1.0701 -1.4827 -0.6993
H -0.1939 -1.2095 -1.0175
C 0.6201 -3.4502 1.8965
C -0.2883 -3.8226 0.7779
H 0.8041 -4.3153 2.5612
H 1.5984 -3.1166 1.5219
H 0.1881 -2.6559 2.5227
H -1.3526 -3.9699 0.9769
H 0.1163 -4.3690 -0.0783
```

Values from the calculation:
lowest unoccupied orbital energy (spin up / spin down) = -0.57 / -0.57 eV
2S+1 = 2
gap between HOMO and LUMO (spin up / spin down) = 0.25300 / 0.34084 hartree
strongest force on any atom = 1.64 eV Å⁻¹
net charge = 0
E_HOMO (spin up / spin down) = -7.46 / -9.85 eV
<S²> = 0.754


Please write out number 2 again, unchanged.
Molecular formula: C5H10LiO4
Method: DFT, ωB97M-V with the def2-TZVPD basis set

XYZ file:
```
20
Properties=species:S:1:pos:R:3
O 0.1279 3.5611 -0.7375
C -0.7537 2.8392 -0.2091
O -1.3310 3.1362 0.8665
Li -0.1399 4.7020 0.8343
O -1.0950 1.7289 -0.8787
C -1.9802 0.8070 -0.2493
C -2.0451 -0.4436 -1.0930
H -2.9829 1.2513 -0.1610
H -1.6144 0.5701 0.7601
H -3.0388 -0.8958 -0.9694
H -1.9188 -0.1939 -2.1589
O -1.0701 -1.4827 -0.6993
H -0.1939 -1.2095 -1.0175
C 0.6201 -3.4502 1.8965
C -0.2883 -3.8226 0.7779
H 0.8041 -4.3153 2.5612
H 1.5984 -3.1166 1.5219
H 0.1881 -2.6559 2.5227
H -1.3526 -3.9699 0.9769
H 0.1163 -4.3690 -0.0783
```

Values from the calculation:
lowest unoccupied orbital energy (spin up / spin down) = -0.57 / -0.57 eV
2S+1 = 2
gap between HOMO and LUMO (spin up / spin down) = 0.25300 / 0.34084 hartree
strongest force on any atom = 1.64 eV Å⁻¹
net charge = 0
E_HOMO (spin up / spin down) = -7.46 / -9.85 eV
<S²> = 0.754